Molecular formula: C23H25MgN8O9
Method: DFT, the ωB97M-V functional and the def2-TZVPD basis

Results
- orbital gap (Eh) = 0.0822
- highest occupied orbital energy (eV) = -5.5927
- F_max (eV Å⁻¹) = 5.26
- calculated total energy (eV) = -60029.3317

```
! wB97M-V def2-TZVPD RIJCOSX def2/J DEFGRID3
* xyz -1 1
Mg -2.395 -3.946 -0.236
N -4.956 -5.645 -4.764
O -4.389 -5.891 -5.881
O -4.399 -5.044 -3.848
O -6.080 -5.976 -4.561
N -0.036 0.806 -2.269
O -0.092 1.435 -1.259
O 0.244 1.176 -3.403
O -0.333 -0.355 -2.028
N 1.268 -7.096 -2.958
O 0.951 -7.233 -4.128
O 0.613 -6.376 -2.175
O 2.163 -7.758 -2.563
N 3.538 6.048 3.605
C 4.880 6.408 3.821
C 5.664 5.217 3.901
C 4.804 4.134 3.746
C 3.509 4.710 3.604
H 2.753 6.660 3.437
H 5.154 7.450 3.891
H 6.720 5.036 4.032
H 5.052 3.087 3.837
H 2.589 4.150 3.517
N -4.501 7.266 -4.735
C -5.826 7.331 -4.501
C -6.075 6.472 -3.407
C -4.918 5.838 -3.053
C -3.964 6.284 -3.948
H -4.031 7.905 -5.361
H -6.545 8.003 -4.945
H -6.949 6.236 -2.817
H -4.629 5.169 -2.255
H -2.913 6.160 -4.164
N 7.856 -1.912 -4.107
C 7.192 -1.055 -3.332
C 7.353 -0.924 -1.919
C 8.477 -1.591 -1.344
C 9.099 -2.567 -2.119
C 8.841 -2.646 -3.521
H 6.323 -0.553 -3.731
H 6.758 -0.333 -1.238
H 8.647 -1.596 -0.278
H 9.866 -3.150 -1.631
H 9.381 -3.277 -4.211
N -5.891 -1.034 0.925
C -6.707 -0.356 0.062
C -7.897 0.367 0.341
C -8.425 0.322 1.663
C -7.589 -0.240 2.599
C -6.444 -0.913 2.198
H -6.354 -0.311 -0.958
H -8.440 0.876 -0.442
H -9.398 0.707 1.933
H -8.072 -0.204 3.565
H -5.944 -1.496 2.957
N 0.309 -4.015 3.636
C 1.550 -3.424 3.683
C 2.449 -3.519 4.687
C 2.068 -4.246 5.852
C 0.758 -4.825 5.919
C -0.048 -4.711 4.790
H 1.695 -2.746 2.855
H 3.414 -3.037 4.734
H 2.783 -4.527 6.610
H 0.476 -5.442 6.760
H -0.954 -5.281 4.932
*
```